# 1
Entry from the OMol25 dataset: a 3-piece molecular cluster, C13H23BBrNO9P overall (ωB97M-V with the def2-TZVPD basis set).

Results
Total charge: +1
HOMO (eV): -12.5
Frontier orbital gap (eV): 7.2
E (eV): -113775.19220

Structure (XYZ):
```
49
Properties=species:S:1:pos:R:3:forces:R:3
O -0.070 -6.269 2.245 -0.31 0.88 -2.01
B -0.775 -6.319 1.011 0.61 -1.58 0.93
O -0.993 -7.596 0.468 0.87 2.13 -0.42
C -1.266 -4.982 0.247 -0.12 2.00 -0.40
C -0.524 -3.753 0.583 -1.94 -1.55 -1.38
N -0.850 -2.573 -0.056 -0.57 -1.43 -0.20
C -1.853 -2.491 -1.000 -1.47 -1.37 -0.95
C -2.679 -3.631 -1.381 2.48 -0.66 1.95
C -2.381 -4.932 -0.741 0.45 2.93 0.69
P -3.387 -6.478 -1.179 0.09 -1.36 0.55
O -4.180 -6.831 0.279 1.21 1.34 -1.44
Br -4.946 -5.911 -2.744 0.48 0.37 1.07
H 0.884 -6.255 2.021 -0.52 -0.36 0.61
H -0.764 -7.514 -0.483 -0.76 -0.59 0.38
H 0.302 -3.766 1.339 -0.97 0.22 -0.84
H -0.301 -1.744 0.190 -0.39 -0.15 -0.30
H -2.081 -1.523 -1.517 0.71 -0.76 0.92
H -3.487 -3.586 -2.146 0.82 0.34 0.78
H -3.737 -6.312 0.977 -0.61 -0.26 -0.02
C 2.266 1.476 -4.282 0.05 0.12 0.37
C 0.818 1.325 -4.702 0.50 0.11 -0.49
O -0.020 0.973 -3.588 -0.32 -0.01 0.24
C -0.295 1.966 -2.733 0.33 -0.01 -0.23
O 0.083 3.103 -2.822 -0.20 -0.20 0.08
O -1.050 1.465 -1.742 -0.04 -0.18 -0.08
C -1.326 2.402 -0.696 -0.06 0.27 0.42
H 2.615 0.573 -3.775 -0.01 -0.05 -0.17
H 2.900 1.665 -5.148 -0.06 -0.06 0.00
H 2.392 2.302 -3.581 -0.06 0.02 -0.14
H 0.734 0.508 -5.420 -0.23 -0.05 0.24
H 0.442 2.225 -5.192 -0.03 0.02 0.24
H -1.773 3.315 -1.090 0.15 -0.05 -0.04
H -0.410 2.628 -0.148 -0.05 0.13 -0.09
H -2.034 1.938 -0.011 0.04 -0.17 -0.19
C 2.403 2.998 4.970 0.23 -0.05 -0.27
C 1.208 3.915 4.803 0.01 -0.42 0.41
O 1.504 5.011 3.928 -0.13 0.05 -0.28
C 1.552 4.719 2.625 0.21 0.16 0.21
O 1.360 3.633 2.132 -0.12 0.11 0.00
O 1.874 5.833 1.961 -0.14 -0.23 0.11
C 2.066 5.638 0.559 0.08 0.09 -0.40
H 3.276 3.564 5.302 -0.11 0.00 0.13
H 2.189 2.215 5.699 -0.02 0.08 0.03
H 2.673 2.521 4.026 -0.13 0.00 0.05
H 0.952 4.354 5.769 0.03 0.24 -0.22
H 0.326 3.374 4.451 0.11 0.06 -0.17
H 1.198 5.163 0.101 0.09 -0.08 0.09
H 2.964 5.044 0.385 -0.14 -0.08 -0.01
H 2.204 6.618 0.105 -0.02 0.03 0.27
```
Positions in Å, forces in eV/Å.

---

# 2
Entry from the OMol25 dataset: C13H23BCoN2O2S5 as an isolated structure (ωB97M-V with the def2-TZVPD basis set).

Results
Spin multiplicity: 4
ΔE to the lowest compared entry with this formula, charge and spin (kJ/mol): 0.0
HOMO (alpha / beta) (eV): -4.0 / -7.1
⟨S²⟩: 3.772
Frontier orbital gap (alpha / beta) (eV): 3.8 / 7.0
E (eV): -113406.79110

Structure (XYZ):
```
47
Properties=species:S:1:pos:R:3:forces:R:3
Co 1.019 -1.019 0.558 0.67 0.31 -0.73
S 6.944 -3.360 -0.204 -0.45 0.67 -0.64
C 5.817 -2.213 -0.555 0.14 0.42 0.69
S 4.749 -2.078 -1.916 -0.14 -1.18 -1.02
C 3.523 -1.095 -1.201 0.09 1.91 2.54
C 3.910 -0.498 -0.004 -1.11 -0.63 -1.76
S 2.831 0.271 1.114 0.16 0.22 0.68
S 5.526 -0.818 0.486 0.57 -0.49 0.49
S 1.770 -1.174 -1.536 -0.36 -0.91 -0.93
C 0.673 3.962 -1.776 -0.22 -0.65 -0.48
C 0.352 2.462 -2.046 0.80 -0.05 -0.75
C 0.546 2.153 -3.556 0.80 -0.66 0.62
O 1.432 1.647 -1.418 -1.77 0.20 0.06
B 0.790 0.483 -1.036 1.06 0.62 -0.06
O -0.609 0.595 -0.863 1.06 -0.02 -0.83
C -0.994 1.871 -1.482 0.30 0.55 -1.07
C -2.065 1.526 -2.548 -0.52 -0.52 0.27
C -1.635 2.749 -0.464 -1.60 0.36 0.44
H 1.682 4.081 -2.224 -0.60 0.32 0.56
H 0.656 4.196 -0.707 0.28 -0.12 -0.23
H -0.039 4.665 -2.274 0.48 -0.70 0.16
H 1.603 2.437 -3.798 -1.07 -0.12 -0.07
H -0.190 2.612 -4.206 0.06 0.39 -0.08
H 0.470 1.054 -3.712 0.09 0.62 0.08
H -1.701 0.641 -3.111 -0.61 0.45 0.35
H -2.422 2.285 -3.289 0.83 -0.20 0.82
H -2.966 1.309 -1.911 0.69 -0.40 -1.03
H -1.098 2.825 0.456 0.61 0.03 0.61
H -2.629 2.317 -0.242 0.44 0.18 0.22
H -1.855 3.772 -0.810 0.31 -0.42 -0.17
N -2.595 -2.800 3.103 1.96 0.94 0.54
C -1.160 -3.179 3.567 -1.04 -0.45 0.23
C -0.147 -2.851 2.481 0.50 -1.30 0.68
N -0.257 -1.490 1.952 -0.33 -0.31 1.33
C -1.634 -1.148 1.545 0.87 0.01 -1.06
C -2.706 -1.410 2.538 -1.34 0.00 0.39
H -3.251 -2.925 3.895 -0.56 -0.06 0.61
H -2.922 -3.457 2.390 -0.26 -0.83 -0.74
H -1.184 -4.301 3.710 -0.11 1.13 0.04
H -1.001 -2.670 4.537 -0.03 -0.25 -0.60
H -0.353 -3.604 1.704 0.44 0.49 -0.15
H 0.894 -3.043 2.912 -1.27 0.41 -0.77
H 0.047 -0.904 2.708 -0.03 0.63 0.44
H -1.747 -1.723 0.621 -0.58 0.00 0.10
H -1.616 -0.106 1.229 -0.17 0.08 0.12
H -3.710 -1.389 2.029 0.74 -0.02 0.40
H -2.746 -0.659 3.352 0.21 -0.63 -0.31
```
Positions in Å, forces in eV/Å.

---

# 3
Entry from the OMol25 dataset: C13H23BeClNP as an isolated structure (ωB97M-V with the def2-TZVPD basis set).

Results
ΔE to the lowest compared entry with this formula, charge and spin (kJ/mol): 368.2
HOMO (alpha / beta) (eV): -6.7 / -6.7
Frontier orbital gap (alpha / beta) (eV): 7.0 / 7.0
E (eV): -37552.69610

Structure (XYZ):
```
40
Properties=species:S:1:pos:R:3:forces:R:3
C 3.112 -0.686 -2.029 0.17 0.05 0.78
C 3.289 -0.648 -0.636 0.15 -0.08 -0.50
C 2.190 -0.558 0.215 1.14 0.09 -1.21
C 0.926 -0.435 -0.327 -0.53 -0.04 -0.03
C 0.727 -0.537 -1.705 0.79 -0.29 -0.57
C 1.825 -0.662 -2.547 -0.08 -0.09 -0.85
C 2.485 -0.597 1.686 0.12 0.35 0.60
C 1.298 -0.368 2.637 0.20 0.03 0.22
N 0.189 0.444 2.060 0.04 1.66 1.83
Be -0.224 -0.392 0.878 1.53 -4.32 -1.88
C -0.649 -0.610 -2.304 -0.18 -0.03 1.64
P -1.976 0.026 -1.026 -4.37 1.85 -2.93
H 4.283 -0.696 -0.186 -0.08 -0.03 -0.33
H 1.627 -0.775 -3.634 0.41 0.17 0.72
H 3.982 -0.742 -2.671 -0.06 -0.06 -0.07
H -0.978 -1.635 -2.549 0.38 0.25 0.27
H -0.778 -0.010 -3.227 0.04 -0.07 0.63
H 2.979 -1.553 1.911 -0.35 0.17 0.14
H 3.240 0.167 1.923 -0.06 -0.14 -0.15
H 0.876 -1.315 3.002 0.01 0.40 -0.17
C -3.306 -1.205 -1.500 0.83 -1.08 0.87
C -2.278 1.667 -1.962 1.97 0.44 0.34
H 1.587 0.254 3.473 0.60 -0.24 0.61
C 0.667 1.757 1.514 -0.61 0.39 0.48
C -0.867 0.639 3.106 0.33 -0.29 -0.52
H -3.425 0.772 -0.864 0.23 -1.06 3.88
H 0.379 2.508 2.244 0.25 0.32 0.06
H 1.737 1.751 1.378 0.16 -0.02 -0.04
H 0.201 2.028 0.548 0.12 -0.43 0.53
H -0.315 0.930 3.999 -0.47 0.32 0.30
H -1.555 1.413 2.733 0.18 -0.27 0.40
H -1.415 -0.307 3.291 0.41 0.51 -0.24
H -2.815 1.426 -2.901 0.54 0.04 0.40
H -2.933 2.243 -1.283 0.84 0.08 -0.84
H -1.290 2.136 -2.074 -0.20 0.53 -0.93
H -3.664 -0.960 -2.518 0.40 -0.17 0.38
H -2.864 -2.205 -1.380 -0.51 -0.17 -0.56
H -4.113 -1.052 -0.763 0.50 -0.36 -0.59
H -1.276 0.043 0.394 -4.45 1.78 -3.17
Cl -0.878 -2.257 1.096 -0.39 -0.19 0.48
```
Positions in Å, forces in eV/Å.

---

# 4
Entry from the OMol25 dataset: a 3-piece molecular cluster, C13H23FO9S overall (ωB97M-V with the def2-TZVPD basis set).

Results
HOMO (eV): -9.7
Frontier orbital gap (eV): 10.0
E (eV): -45830.17041

Structure (XYZ):
```
47
Properties=species:S:1:pos:R:3:forces:R:3
C 0.940 3.384 5.109 0.17 0.62 0.42
C -0.356 2.583 5.719 -0.27 3.13 0.54
O -0.125 1.174 6.054 -0.47 0.59 -3.22
S -0.487 0.117 4.760 -3.90 0.13 -0.74
O -1.921 0.419 4.170 5.45 -0.37 1.88
O 0.732 0.433 3.592 -1.64 -0.40 0.27
C 0.433 -0.194 2.297 0.67 -0.03 -2.43
C 0.683 0.986 1.149 0.17 -0.55 0.63
C -0.457 2.161 1.143 0.60 0.21 -0.66
F -0.773 2.748 2.464 0.81 -1.25 -2.39
H 1.464 3.980 5.995 -0.88 -1.53 -1.91
H 0.599 4.234 4.342 0.60 -2.16 1.58
H 1.691 2.651 4.592 -1.48 1.50 0.99
H -0.624 3.127 6.747 0.51 -1.49 -2.18
H -1.256 2.794 5.004 1.58 -1.13 1.30
H 1.224 -1.045 2.022 -1.51 1.83 1.09
H -0.616 -0.707 2.218 1.80 1.36 0.36
H 1.780 1.410 1.349 -2.53 -0.70 -0.28
H 0.720 0.459 0.082 -0.36 1.31 2.35
H -0.010 3.051 0.486 -1.27 -1.88 1.44
H -1.468 1.748 0.701 2.05 0.90 1.02
C -1.307 2.981 -4.000 0.43 0.36 -0.45
C -1.365 1.477 -3.797 0.02 1.01 -0.65
C -2.736 0.939 -3.513 -0.74 0.03 -0.59
O -2.469 -0.195 -2.708 0.92 -0.18 0.80
C -1.288 0.046 -2.068 0.68 -0.83 1.14
O -0.863 -0.600 -1.129 -0.87 1.21 -1.83
O -0.639 1.115 -2.632 -0.38 -1.28 0.97
H -0.972 3.501 -3.096 -0.24 -0.24 -0.07
H -0.581 3.218 -4.786 -0.14 0.06 0.18
H -2.268 3.396 -4.316 0.07 -0.13 0.10
H -0.911 0.961 -4.652 -0.10 -0.05 0.13
H -3.259 0.641 -4.428 0.08 -0.06 0.27
H -3.375 1.622 -2.945 0.16 0.12 -0.05
C -0.004 -3.564 -2.231 -0.64 -0.13 0.11
C 1.125 -4.506 -1.854 -1.05 0.52 0.01
C 2.286 -3.847 -1.169 0.04 0.37 0.81
O 3.381 -4.656 -1.557 0.12 -0.47 -0.79
C 3.055 -5.209 -2.762 1.25 -1.21 -1.49
O 3.839 -5.773 -3.502 -1.65 1.21 1.60
O 1.718 -5.048 -3.024 1.42 -0.33 0.00
H 0.041 -3.277 -3.288 0.24 -0.03 0.23
H -0.967 -4.065 -2.082 0.11 0.17 -0.08
H -0.014 -2.659 -1.616 0.07 -0.19 -0.10
H 0.739 -5.339 -1.254 0.15 0.06 -0.01
H 2.178 -3.851 -0.080 0.15 -0.04 -0.22
H 2.478 -2.823 -1.504 -0.21 -0.02 -0.08
```
Positions in Å, forces in eV/Å.

---

Which formula does entry 3 have? C13H23BeClNP

---

Among the records above, which one has the lowest E? C13H23BBrNO9P